The following is a DFT calculation (the ωB97M-V functional and the def2-TZVPD basis) of a molecular structure, C61H66CdFN3O6SSb.

Last column: Mulliken charge in e.
Positions of all 140 atoms, in Å:
Cd: 0.2076 -1.3195 0.0510  4.627
C: 6.7893 1.2533 -2.3273  -1.332
C: 6.9071 0.2891 -1.1380  2.095
C: 8.0757 -0.6664 -1.3980  -2.258
C: 7.2327 1.0980 0.1284  -1.589
C: 5.5801 -0.4561 -0.9665  -0.690
C: 4.4916 0.1927 -0.4859  -0.469
C: 3.2442 -0.4761 -0.3132  -1.395
N: 2.1236 0.0718 0.1404  0.147
C: 1.8126 1.3532 0.3220  -0.059
C: 2.4247 2.4703 -0.3061  -1.110
C: 2.0759 3.7393 0.0266  -0.796
C: 1.1341 3.9207 1.0997  -0.049
C: 0.4502 2.9110 1.7107  -0.824
C: 0.6702 1.5492 1.2286  0.106
O: -0.0171 0.5781 1.6040  -0.598
C: -0.5127 3.1612 2.8764  2.769
C: -0.0362 2.3811 4.1177  -1.669
C: -0.5670 4.6399 3.2504  -2.584
C: -1.9361 2.7199 2.5096  -1.090
C: 2.6898 4.9167 -0.7355  2.279
C: 2.3603 4.7851 -2.2335  -1.697
C: 4.2137 4.9029 -0.5545  -1.323
C: 2.1585 6.2661 -0.2508  -2.383
C: 3.1663 -1.9361 -0.5160  1.123
O: 2.1474 -2.5737 -0.1815  -1.079
C: 4.3175 -2.5867 -1.1357  -0.544
C: 5.4381 -1.8415 -1.3358  0.263
C: 4.2320 -4.0632 -1.5335  2.314
C: 4.0496 -4.9402 -0.2810  -1.530
C: 3.0560 -4.2829 -2.5038  -1.580
C: 5.5061 -4.5215 -2.2413  -2.305
H: 7.7126 1.8326 -2.4471  0.439
H: 5.9605 1.9524 -2.1778  0.120
H: 6.6022 0.7043 -3.2556  0.308
H: 9.0098 -0.0987 -1.4166  0.455
H: 7.9812 -1.1762 -2.3609  0.356
H: 8.1538 -1.4245 -0.6125  0.436
H: 8.2171 1.5672 0.0300  0.450
H: 7.2423 0.4505 1.0100  0.359
H: 6.5028 1.8928 0.3029  0.262
H: 4.5634 1.2250 -0.1710  1.130
H: 3.1143 2.2767 -1.1192  1.079
H: 0.9473 4.9326 1.4345  0.626
H: 0.9657 2.7085 4.4116  0.338
H: -0.0063 1.3081 3.9267  0.182
H: -0.7183 2.5637 4.9567  0.413
H: 0.4100 5.0163 3.5680  0.426
H: -1.2637 4.7653 4.0841  0.457
H: -0.9278 5.2563 2.4209  0.424
H: -1.9588 1.6626 2.2424  -0.389
H: -2.3085 3.3087 1.6652  0.276
H: -2.6080 2.8793 3.3614  0.607
H: 2.7719 3.8646 -2.6554  0.310
H: 2.7753 5.6326 -2.7927  0.447
H: 1.2767 4.7655 -2.3863  0.376
H: 4.6462 3.9716 -0.9341  0.035
H: 4.4774 4.9908 0.5039  0.315
H: 4.6734 5.7375 -1.0977  0.498
H: 1.0676 6.3163 -0.3188  0.462
H: 2.5702 7.0611 -0.8790  0.445
H: 2.4502 6.4712 0.7837  0.384
H: 6.2904 -2.3264 -1.7917  0.357
H: 3.1290 -4.6900 0.2438  0.158
H: 4.8931 -4.8074 0.4047  0.315
H: 4.0082 -5.9955 -0.5738  0.469
H: 2.1044 -4.0215 -2.0459  0.215
H: 3.0198 -5.3365 -2.8036  0.470
H: 3.1802 -3.6723 -3.4040  0.344
H: 6.3836 -4.4576 -1.5882  0.392
H: 5.6991 -3.9363 -3.1473  0.402
H: 5.3867 -5.5671 -2.5373  0.439
C: -2.8931 3.5439 -5.4007  -1.396
C: -3.7048 2.2746 -5.1415  -0.220
C: -5.2040 2.5219 -5.1290  -1.092
C: -5.5976 3.3728 -3.9273  -1.097
C: -5.0894 2.7468 -2.6516  0.821
C: -5.7225 2.9675 -1.4464  -0.916
C: -5.2414 2.3685 -0.2902  -0.033
F: -5.8931 2.6092 0.8701  -0.397
C: -4.1480 1.5555 -0.2979  1.142
C: -3.4786 1.3266 -1.5021  -0.165
C: -2.2787 0.4501 -1.4860  0.415
O: -1.9725 -0.1180 -0.4351  0.062
C: -1.6224 0.2971 -2.7690  0.058
C: -2.1802 0.8761 -3.8597  -0.643
N: -3.2988 1.6424 -3.8739  0.151
C: -3.9561 1.9108 -2.6804  -0.489
C: -0.3238 -0.4567 -3.0538  -0.368
O: -0.1138 -0.7550 -4.2350  -0.810
O: 0.4480 -0.6553 -2.0656  -0.825
H: -3.2381 4.0445 -6.3106  0.395
H: -1.8361 3.2975 -5.5195  0.397
H: -2.9802 4.2400 -4.5618  0.351
H: -3.4821 1.5516 -5.9246  0.504
H: -5.7218 1.5610 -5.0781  0.360
H: -5.4898 3.0050 -6.0652  0.435
H: -6.6802 3.4818 -3.8746  0.451
H: -5.1864 4.3806 -4.0367  0.337
H: -6.6058 3.5984 -1.3961  0.471
H: -3.7816 1.0840 0.6025  -0.307
H: -1.7034 0.7032 -4.8172  0.599
S: -1.3388 -3.3310 -0.4216  -0.962
Sb: -2.1823 -3.1356 1.7035  1.797
C: -4.2017 -3.9104 1.3207  -0.152
C: -5.0198 -4.1925 2.4185  -0.270
C: -6.3201 -4.6479 2.2433  -0.709
C: -6.8246 -4.8267 0.9568  -0.424
C: -6.0201 -4.5559 -0.1415  -0.553
C: -4.7144 -4.1019 0.0424  -0.355
C: -2.9740 -1.4480 2.7428  1.342
C: -4.1110 -0.8288 2.2221  -0.855
C: -4.7003 0.2269 2.9048  -0.284
C: -4.1701 0.6563 4.1165  -0.912
C: -3.0340 0.0474 4.6302  -0.706
C: -2.4269 -0.9934 3.9369  -0.620
C: -1.7913 -4.7874 2.9809  0.460
C: -1.4936 -4.6741 4.3332  -0.109
C: -1.3278 -5.8171 5.1081  -0.717
C: -1.4442 -7.0736 4.5286  -0.507
C: -1.7256 -7.1902 3.1703  -0.606
C: -1.9099 -6.0494 2.3996  -0.417
H: -4.6373 -4.0591 3.4284  0.285
H: -6.9412 -4.8636 3.1060  0.385
H: -7.8413 -5.1774 0.8152  0.354
H: -6.4069 -4.6987 -1.1452  0.389
H: -4.0833 -3.8921 -0.8173  0.373
H: -4.5299 -1.1566 1.2808  0.326
H: -5.5704 0.7212 2.4858  0.428
H: -4.6328 1.4802 4.6473  0.389
H: -2.5996 0.3959 5.5599  0.416
H: -1.5151 -1.4288 4.3271  0.053
H: -1.3713 -3.6956 4.7888  0.214
H: -1.0981 -5.7242 6.1639  0.407
H: -1.3071 -7.9627 5.1327  0.355
H: -1.8062 -8.1697 2.7122  0.379
H: -2.1386 -6.1379 1.3412  0.379
O: 1.0270 -1.3353 4.1909  -0.728
C: 0.4391 -1.8583 3.2942  0.780
N: -0.1614 -2.3704 2.3877  -1.175

Atomic forces in eV per Å
-0.224 0.140 0.224
0.000 0.051 -0.059
0.006 -0.027 0.031
0.030 -0.028 0.002
-0.031 -0.015 0.027
0.092 -0.136 -0.062
-0.118 0.023 -0.001
-0.178 0.022 0.086
0.225 -0.074 -0.055
-0.033 -0.126 0.090
-0.003 -0.146 0.008
-0.085 0.139 0.119
0.056 0.028 -0.086
0.053 0.068 0.036
0.090 -0.047 0.024
-0.028 0.009 -0.046
0.042 -0.114 -0.039
0.007 -0.052 -0.112
-0.042 0.114 0.045
-0.042 -0.050 -0.056
-0.051 -0.021 -0.044
-0.027 0.003 0.003
0.091 0.009 -0.026
-0.030 0.063 0.004
-0.136 0.078 0.045
0.263 -0.039 -0.203
0.059 0.005 -0.023
0.027 0.067 -0.014
-0.079 0.054 0.051
-0.031 0.030 -0.010
0.012 0.047 0.009
0.106 -0.040 -0.059
-0.070 -0.050 -0.002
0.085 -0.056 -0.016
-0.003 0.053 0.080
-0.024 -0.029 -0.012
0.002 0.028 0.076
0.007 0.059 -0.060
-0.067 -0.017 0.002
0.015 0.053 -0.067
0.058 -0.071 -0.006
0.001 -0.053 -0.013
-0.040 0.027 0.037
0.034 -0.067 -0.058
-0.045 -0.021 0.002
0.014 0.036 -0.003
0.049 0.009 -0.087
-0.048 -0.001 -0.012
0.045 0.012 -0.032
0.016 -0.024 0.059
-0.026 0.066 0.003
-0.009 -0.041 0.000
0.094 0.013 -0.105
-0.044 0.075 0.040
-0.031 -0.088 0.064
0.089 0.006 0.004
-0.026 0.104 0.042
-0.012 -0.011 -0.079
-0.034 -0.081 0.049
0.084 0.008 -0.003
-0.008 -0.017 0.055
-0.041 -0.024 -0.063
-0.030 0.066 0.059
0.032 0.008 -0.023
-0.054 -0.015 -0.041
0.012 0.081 0.017
0.016 0.010 0.003
0.019 0.085 0.028
-0.011 -0.053 0.072
-0.064 -0.011 -0.066
-0.011 -0.071 0.079
0.023 0.046 0.011
0.030 -0.010 0.093
0.092 0.054 0.145
-0.073 0.013 0.082
0.056 -0.048 0.025
-0.069 0.048 -0.062
-0.125 0.068 -0.079
-0.017 0.052 -0.098
-0.087 0.052 0.058
0.141 -0.033 0.086
0.011 -0.048 -0.081
-0.061 -0.293 -0.123
0.163 0.264 -0.012
0.010 0.108 0.083
-0.200 0.108 -0.009
-0.011 0.073 -0.081
0.080 0.022 -0.118
0.155 -0.206 0.097
0.065 0.083 0.232
-0.087 0.059 -0.357
0.028 -0.062 0.073
-0.052 0.029 0.016
0.005 -0.042 -0.087
0.046 -0.077 -0.036
-0.002 0.000 -0.009
-0.017 0.001 0.024
-0.056 0.012 0.008
-0.013 0.009 0.004
0.101 -0.063 0.009
0.077 0.065 -0.017
0.009 -0.005 -0.001
-0.061 0.018 0.092
-0.485 -0.474 0.142
-0.019 0.098 0.074
-0.017 -0.015 -0.099
0.034 0.007 -0.087
0.073 0.022 0.049
0.033 -0.003 0.059
0.007 0.019 -0.032
-0.009 0.086 -0.194
0.186 -0.058 0.280
-0.047 0.006 0.101
-0.020 -0.095 -0.052
-0.031 0.009 -0.030
-0.032 0.004 0.006
-0.038 -0.073 -0.076
0.055 0.039 -0.026
-0.003 -0.009 -0.024
0.000 0.026 -0.097
-0.001 0.051 0.056
0.044 0.060 0.167
-0.028 0.008 -0.051
0.018 0.010 -0.029
0.044 0.010 0.008
0.022 0.012 0.043
-0.053 -0.004 0.060
-0.046 -0.096 -0.058
0.073 -0.041 0.046
0.005 -0.021 -0.011
-0.010 -0.017 -0.023
-0.198 0.070 0.039
-0.027 -0.094 -0.032
-0.014 -0.002 -0.051
-0.005 0.016 -0.019
0.008 0.041 0.029
-0.002 -0.005 0.060
-0.296 -0.407 -0.507
-0.035 0.109 -0.185
0.655 0.379 0.562

Maximum force (hartree/bohr): 0.0183
Orbital gap (spin up / spin down) (eV): 5.84 / 5.73
DFT total energy (eV): -105743.8095
Net charge: -1
LUMO energy (spin up / spin down) (eV): 1.2329 / 1.1743
Spin multiplicity: 1